Entry 1:
{
  "formula": "C10H22Li4N8O11",
  "method": "ωB97M-V/def2-TZVPD",
  "symbols": ["Li", "Li", "Li", "Li", "C", "C", "C", "O", "C", "C", "C", "O", "O", "O", "H", "H", "O", "H", "O", "H", "O", "H", "H", "C", "O", "N", "N", "H", "H", "H", "H", "C", "O", "N", "N", "H", "H", "H", "H", "C", "O", "N", "N", "H", "H", "H", "H", "C", "O", "N", "N", "H", "H", "H", "H"],
  "xyz": [[0.1425, 1.3954, -0.3603], [1.0006, -1.4165, 1.8182], [-1.4838, -1.8476, 0.7026], [0.7474, -1.2921, -1.3453], [-1.1577, 0.0601, -5.0065], [-0.9920, 1.2191, -5.6022], [0.1266, 2.1952, -5.2778], [0.4963, 3.2683, -5.8902], [0.8072, 2.0179, -4.1126], [0.5713, 0.8601, -3.2454], [-0.2816, -0.3418, -3.8566], [-0.3308, -1.3897, -3.2486], [1.0252, 0.7685, -2.1281], [-1.7735, 1.4104, -6.5821], [-1.8900, -0.6639, -5.3319], [1.5244, 2.7420, -3.7552], [-0.8134, -2.2860, 2.5058], [-1.4170, -1.5733, 2.7927], [0.0882, -0.4894, 0.3814], [-0.4135, -0.0829, 1.1146], [-1.8365, 1.4006, -0.8816], [-2.3633, 1.9809, -1.4311], [-2.4571, 0.7477, -0.5581], [0.5723, -4.3068, -0.7760], [0.2560, -3.1508, -0.5299], [1.7406, -4.7798, -0.5771], [-0.2718, -5.2185, -1.2248], [2.2380, -4.2065, 0.0893], [1.8684, -5.7816, -0.5711], [-1.2512, -4.9899, -1.3168], [0.1495, -5.9793, -1.7385], [4.0325, 1.7054, 0.7784], [4.3014, 2.4332, 1.7025], [4.8150, 1.6495, -0.2097], [2.8727, 1.1388, 0.6270], [5.6044, 2.2764, -0.1470], [4.6173, 1.2208, -1.1026], [2.1773, 1.1868, 1.3578], [2.6051, 0.6599, -0.2210], [-3.4056, -0.0079, 2.2969], [-2.9311, -0.5719, 1.3657], [-4.0875, 1.1091, 2.2157], [-3.3024, -0.3402, 3.5477], [-4.3267, 1.5654, 1.3470], [-4.5879, 1.2020, 3.0881], [-3.6347, 0.2191, 4.3203], [-2.8288, -1.1987, 3.7903], [0.6246, 1.5154, 3.5592], [1.0373, 0.6202, 2.8510], [-0.5589, 1.6360, 4.1062], [1.3227, 2.5455, 3.9044], [-1.2079, 0.8640, 4.0516], [-0.8823, 2.3821, 4.7052], [0.8374, 3.2816, 4.3972], [2.2848, 2.6375, 3.6113]],
  "forces_ev_per_a": [[0.0, -0.9, -1.2], [-1.2, 0.2, 0.4], [0.7, -0.1, 0.4], [-1.0, 0.5, -0.6], [2.7, -5.3, 6.2], [-1.5, 3.0, -5.2], [1.2, 4.0, -1.8], [-2.1, -2.7, -0.2], [0.3, -4.0, 4.7], [-1.3, 2.4, -7.1], [-2.2, 4.5, -2.8], [0.7, -2.6, 2.2], [1.8, -1.3, 5.7], [0.8, 1.4, 0.4], [0.0, 0.1, -0.2], [0.0, 0.2, -0.1], [-0.1, 0.8, -0.4], [0.9, -0.7, -0.1], [-0.3, 0.6, 0.3], [0.4, -0.3, -0.4], [0.2, 0.4, 0.4], [0.1, 0.3, -0.5], [0.0, -0.5, 0.2], [-3.3, 0.9, -0.5], [-0.2, 1.6, 0.5], [4.8, -0.8, 1.3], [-1.7, -1.2, -0.9], [0.6, -0.5, -0.3], [0.3, 0.3, 0.3], [0.4, -0.1, -0.4], [-0.7, -0.1, 0.0], [-1.5, 2.1, 1.9], [0.3, 1.0, 3.1], [4.7, -0.6, -5.1], [-3.9, -2.4, -0.2], [-0.1, -0.3, -0.2], [-0.1, 0.1, 0.3], [0.3, -0.2, 0.2], [0.1, 0.2, 0.0], [-0.7, 1.6, -0.4], [1.7, -2.1, -3.2], [-1.7, 2.3, 0.0], [1.3, -2.6, 4.2], [-0.2, -0.2, 0.4], [-0.7, 1.3, -0.9], [0.1, -0.2, -0.3], [-0.2, -0.1, 0.1], [0.5, 0.1, 0.2], [0.0, -1.8, -1.0], [-4.8, -1.8, 0.8], [2.9, 3.1, 0.5], [0.2, 0.0, -0.2], [0.6, -0.1, -0.2], [0.9, 0.0, -0.2], [0.0, 0.2, -0.1]],
  "homo_ha": -0.1947,
  "molar_mass_g_mol": 458.09,
  "orbital_gap_ev": 4.40,
  "total_energy_ha": -1690.35525
}


Entry 2:
{
  "formula": "C10H22N2",
  "method": "ωB97M-V/def2-TZVPD",
  "symbols": ["C", "C", "C", "C", "C", "C", "C", "C", "C", "C", "N", "N", "H", "H", "H", "H", "H", "H", "H", "H", "H", "H", "H", "H", "H", "H", "H", "H", "H", "H", "H", "H", "H", "H"],
  "xyz": [[-1.1841, -0.1910, 0.4727], [0.8110, -0.9601, -0.7501], [-2.9063, 1.5128, 0.4054], [-0.8042, -0.9793, -0.7622], [1.3049, 1.2620, -0.1774], [-1.2925, -0.4480, -2.1221], [1.9195, 2.5224, 0.4060], [3.6181, -1.0945, 0.6023], [-3.4035, -0.8956, 0.4564], [2.2939, -0.4796, 1.1099], [-2.5104, 0.2487, 0.4460], [1.5144, -0.0065, 0.0538], [-1.0535, -0.8091, 1.4089], [-0.7038, 0.7980, 0.6503], [1.1381, -1.8364, -0.3239], [1.1200, -1.2043, -1.8415], [-4.0113, 1.6894, 0.4747], [-2.2081, 2.2865, 0.6188], [-1.2063, -2.0242, -0.6475], [0.7298, 1.4842, -1.0172], [-2.3816, -0.5468, -2.1952], [-0.9792, -1.0381, -2.9564], [-0.9358, 0.5426, -2.3957], [1.3729, 3.3814, 0.0504], [2.9871, 2.5965, 0.1036], [1.8821, 2.3132, 1.5716], [3.4297, -1.8825, -0.0716], [4.3613, -0.3573, 0.0323], [4.1516, -1.2755, 1.5472], [-3.3810, -1.3790, -0.4564], [-3.1789, -1.5944, 1.2850], [-4.4466, -0.5001, 0.6339], [2.2126, 0.2262, 1.8474], [1.7401, -1.3617, 1.5403]],
  "forces_ev_per_a": [[1.4, 1.2, 1.6], [-1.5, -2.1, -2.8], [-1.1, -3.8, 1.4], [1.7, 0.2, -0.6], [2.3, 0.1, 0.2], [-0.8, 0.1, 0.6], [0.2, -2.7, 2.5], [2.0, 3.8, 0.8], [-3.1, 1.4, 2.3], [0.4, -3.9, -0.3], [-3.0, 2.3, -0.1], [-1.9, 3.9, -2.4], [0.0, 0.6, -0.9], [0.7, -1.1, -0.3], [0.3, -2.4, 1.0], [0.0, 1.6, 1.6], [1.2, 0.0, -0.5], [0.6, 0.6, -0.5], [0.9, 0.9, 0.0], [-1.2, -0.2, -1.4], [0.1, 0.6, 0.0], [0.6, -0.9, -0.2], [-0.3, 0.3, 0.4], [-0.1, 0.2, 0.3], [-0.6, -0.1, 0.2], [0.3, 1.3, -2.1], [0.0, -1.3, -0.2], [-1.9, -1.2, 1.1], [0.1, -0.9, -0.7], [0.1, -1.1, -1.8], [0.2, 0.5, -0.4], [1.0, -0.7, -0.3], [1.1, 1.9, 2.0], [0.4, 0.7, -0.3]],
  "smiles": "C=[N+](C)C[C@@H](C)C/[N+](=C/C)CC",
  "homo_ha": -0.6780,
  "molar_mass_g_mol": 170.30,
  "orbital_gap_ev": 10.24,
  "total_energy_ha": -503.01849,
  "charge": 2
}


Entry 3:
{
  "formula": "C10H22N3S",
  "method": "ωB97M-V/def2-TZVPD",
  "symbols": ["C", "C", "C", "C", "C", "C", "C", "C", "C", "C", "N", "N", "N", "S", "H", "H", "H", "H", "H", "H", "H", "H", "H", "H", "H", "H", "H", "H", "H", "H", "H", "H", "H", "H", "H", "H"],
  "xyz": [[-3.0852, -0.2445, -2.8486], [-2.1580, -1.4904, -2.8128], [-2.5660, 1.1110, -2.3833], [-1.6491, -1.5466, -1.3133], [-2.0020, 0.8176, -1.0132], [-0.8891, -0.2352, -0.9452], [1.6247, 0.1671, 1.7980], [-0.2829, -0.2573, 0.4294], [1.0021, 1.1603, 2.7464], [4.1778, 0.1138, 2.4511], [0.8905, 0.2624, 0.5734], [3.4416, 0.3294, 0.1237], [3.1056, 0.5928, 1.5222], [-1.1161, -1.0325, 1.7905], [-3.4331, -0.3111, -3.8000], [-3.9612, -0.3542, -2.2925], [-2.5838, -2.4546, -2.9637], [-1.2884, -1.6037, -3.3635], [-1.9699, 1.4775, -3.1306], [-3.3411, 1.8867, -2.2025], [-2.4342, -1.6676, -0.6718], [-1.1031, -2.5376, -1.3308], [-1.5084, 1.6873, -0.5078], [-2.8146, 0.4655, -0.2980], [-0.0363, 0.0458, -1.4737], [1.7181, -0.7895, 2.3448], [1.7394, 1.4852, 3.5692], [0.1335, 0.7061, 3.2210], [0.3939, 1.9180, 2.2807], [5.2342, 0.3789, 1.9256], [4.0328, 0.5583, 3.4070], [3.9244, -0.8718, 2.6701], [2.5665, 0.2501, -0.4246], [3.7005, -0.6528, 0.0666], [2.9201, 1.6119, 1.6305], [-2.3832, -0.9764, 1.2259]],
  "forces_ev_per_a": [[1.0, -0.7, -0.3], [-0.7, 1.3, 4.7], [-1.6, -1.3, 1.7], [3.5, -1.5, -3.2], [1.4, 1.4, 2.1], [-2.4, -1.4, 1.3], [-0.8, 0.2, 1.0], [0.7, -0.1, 0.8], [0.5, 0.1, 2.4], [1.4, 1.9, -2.0], [0.0, -1.6, -0.2], [0.4, -0.4, -0.1], [-1.9, 1.0, -1.6], [-1.0, 0.2, -0.7], [-1.2, 1.0, -3.2], [-1.4, -1.2, 1.3], [-1.4, -0.4, -0.3], [1.7, 1.0, -1.8], [2.3, 1.2, -1.3], [0.0, -0.8, -0.5], [-2.2, -0.2, 1.6], [0.2, 1.2, 0.8], [-0.9, 0.0, -0.6], [0.7, 0.6, -1.0], [1.0, 0.2, -1.9], [-0.2, -0.1, -0.8], [-1.3, -0.1, -1.2], [0.5, -0.6, 0.6], [0.9, 1.1, -0.7], [-2.7, -1.0, 1.5], [0.2, 1.1, 0.6], [0.4, -2.2, -0.3], [0.0, 1.0, 0.7], [0.7, -0.1, 0.5], [1.2, -0.5, -0.5], [1.1, -0.2, 0.5]],
  "smiles": "C[C@@H](/N=C(\\S)C1CCCCC1)[N@@H+](C)N",
  "homo_ha": -0.4706,
  "molar_mass_g_mol": 216.37,
  "orbital_gap_ev": 10.19,
  "total_energy_ha": -956.31854,
  "charge": 1
}


Entry 4:
{
  "formula": "C10H22N4O",
  "method": "ωB97M-V/def2-TZVPD",
  "symbols": ["C", "C", "C", "C", "C", "C", "C", "C", "C", "C", "N", "N", "N", "N", "O", "H", "H", "H", "H", "H", "H", "H", "H", "H", "H", "H", "H", "H", "H", "H", "H", "H", "H", "H", "H", "H", "H"],
  "xyz": [[-2.6091, 3.1217, -1.4601], [-0.6358, -3.2738, 0.9448], [0.4680, -2.7436, 1.4363], [-0.1422, 3.2441, -1.3485], [0.0850, 2.5110, 0.0039], [-2.5467, 1.3039, 1.0650], [1.7168, -2.3876, 0.6644], [0.4881, -0.9065, -1.0587], [1.4830, -2.0427, -0.8089], [-1.1449, 0.6855, 1.0557], [-1.4823, 3.3083, -1.5974], [2.8137, -1.6766, -1.4173], [-0.3433, 1.1321, -0.0891], [0.8005, 0.3092, -0.3103], [-0.3892, 0.9823, 2.2081], [-3.6672, 3.1180, -1.5668], [-1.4602, -3.5205, 1.5892], [-0.7736, -3.5109, -0.0968], [0.5535, -2.5682, 2.4990], [0.2624, 4.2608, -1.3047], [0.3350, 2.7009, -2.1690], [1.1550, 2.5738, 0.2239], [-0.4546, 3.0286, 0.7971], [-2.7965, 1.6503, 2.0659], [-2.6179, 2.1626, 0.3913], [-3.2893, 0.5739, 0.7578], [2.3899, -3.2490, 0.7239], [2.2182, -1.5618, 1.1758], [-0.5124, -1.2824, -0.8177], [0.4868, -0.6460, -2.1235], [1.1230, -2.9323, -1.3324], [-1.2484, -0.4080, 0.9586], [3.1216, -0.7686, -1.0430], [2.7561, -1.6039, -2.4420], [3.5209, -2.3871, -1.1825], [1.1983, 0.0761, 0.6016], [-0.8621, 0.7263, 3.0066]],
  "forces_ev_per_a": [[1.9, 0.9, -1.2], [-0.1, 0.0, 0.0], [0.3, 0.2, 0.0], [2.7, 0.0, 0.5], [0.1, 0.2, -0.2], [0.2, 0.0, 0.1], [-0.1, -0.1, -0.1], [-0.3, 0.2, -0.2], [-0.6, 0.1, 0.4], [-0.1, -0.3, -0.3], [-3.8, -0.6, 0.4], [0.3, 0.0, -0.1], [-0.2, -0.4, -0.1], [0.4, -0.3, 0.3], [0.2, 0.1, 0.1], [-0.6, -0.1, 0.1], [-0.2, -0.1, 0.2], [0.0, 0.0, -0.3], [-0.1, 0.0, 0.1], [-0.1, -0.1, -0.1], [0.0, 0.1, 0.1], [-0.2, 0.1, 0.0], [0.0, 0.0, 0.0], [-0.1, 0.0, 0.0], [0.0, -0.1, 0.4], [-0.1, 0.0, -0.1], [0.1, 0.1, 0.0], [0.1, 0.0, 0.0], [0.2, -0.1, -0.1], [-0.1, -0.1, 0.0], [0.2, 0.1, -0.1], [0.1, 0.3, 0.0], [0.0, -0.2, -0.2], [0.1, 0.0, 0.3], [-0.1, 0.2, -0.1], [-0.2, 0.1, 0.0], [0.0, 0.0, 0.1]],
  "smiles": "C#[N+]CCN(NC[C@@H]([NH3+])CC=C)[C@H](C)O",
  "homo_ha": -0.5820,
  "molar_mass_g_mol": 214.31,
  "orbital_gap_ev": 9.01,
  "total_energy_ha": -687.79810,
  "charge": 2
}


Entry 5:
{
  "formula": "C10H22Si",
  "method": "ωB97M-V/def2-TZVPD",
  "symbols": ["C", "C", "C", "C", "C", "C", "C", "C", "C", "C", "Si", "H", "H", "H", "H", "H", "H", "H", "H", "H", "H", "H", "H", "H", "H", "H", "H", "H", "H", "H", "H", "H", "H"],
  "xyz": [[-0.4740, -3.7783, 0.3844], [0.0365, -2.5967, 0.6947], [-1.8149, 2.5339, 1.8582], [1.3971, 1.6867, -2.3106], [-2.8249, -0.4341, 1.1717], [2.9478, -1.0581, -0.1971], [-0.9975, 1.4049, 1.1730], [2.1060, 0.4253, -1.9898], [-1.7290, 0.4451, 0.3586], [1.7644, -0.1613, -0.5464], [0.2419, -1.1872, -0.5439], [-0.6121, -4.4575, 1.1564], [-0.6745, -4.1744, -0.6536], [0.0065, -2.2631, 1.7692], [-1.2069, 3.4044, 2.1840], [-2.4188, 1.9432, 2.6301], [-2.6299, 2.8955, 1.2504], [0.2552, 1.5330, -2.1976], [1.6328, 2.0506, -3.3928], [1.7380, 2.5039, -1.5503], [-3.6474, 0.0630, 1.6999], [-3.1532, -1.1602, 0.4033], [-2.2363, -1.0603, 1.9727], [3.7941, -0.4408, -0.1328], [2.7075, -1.2750, 0.8022], [2.9859, -1.8762, -0.8522], [-0.2857, 1.8662, 0.5387], [-0.5807, 0.9289, 2.0351], [1.7906, -0.3720, -2.7329], [3.1331, 0.5396, -1.9754], [-2.1665, 0.8966, -0.5789], [1.7028, 0.7000, 0.1879], [-0.1253, -1.7868, -1.8530]],
  "forces_ev_per_a": [[0.4, 0.0, -2.0], [-0.3, 1.9, 0.4], [-1.3, -1.4, 0.5], [-1.0, 2.3, -0.3], [3.0, -1.1, -0.5], [-1.8, 1.5, 1.0], [-0.4, 1.7, 0.7], [-3.0, -2.1, 0.6], [-1.2, -2.6, -0.9], [0.8, 1.6, -1.3], [-3.5, 0.8, 1.2], [-0.7, -1.3, 1.3], [0.4, 0.7, 1.1], [0.5, -0.7, -0.9], [-0.4, -0.9, 0.3], [1.1, 1.5, -0.1], [-0.1, 0.4, -0.7], [1.7, 0.5, -0.3], [-0.5, -0.5, 1.9], [-0.8, -1.2, -1.4], [0.2, 0.2, -0.5], [-0.4, 0.3, 0.8], [-1.1, 1.1, -1.4], [1.6, 0.5, -0.4], [0.3, -1.5, 1.5], [0.5, -1.3, -0.6], [1.3, 0.4, -0.3], [1.1, -0.6, 0.2], [0.7, 0.8, 0.6], [2.2, 0.3, -0.4], [0.4, -0.5, 1.0], [0.0, -0.9, -0.7], [0.2, 0.2, -0.1]],
  "homo_ha": -0.2774,
  "molar_mass_g_mol": 170.37,
  "orbital_gap_ev": 8.30,
  "total_energy_ha": -683.54911
}


Entry 6:
{
  "formula": "C10H23BN3O5",
  "method": "ωB97M-V/def2-TZVPD",
  "symbols": ["C", "C", "C", "N", "C", "C", "N", "C", "N", "O", "B", "O", "O", "H", "H", "H", "H", "H", "H", "H", "H", "H", "H", "H", "H", "H", "H", "H", "O", "C", "O", "C", "C", "C", "H", "H", "H", "H", "H", "H", "H", "H"],
  "xyz": [[0.6661, 2.2961, -0.5066], [2.1010, 2.4871, -1.0117], [2.9053, 1.2047, -1.0983], [2.4585, 0.2819, -2.1498], [2.4516, 0.6818, -3.5716], [1.2818, -0.2275, -4.0884], [0.4280, -0.3992, -2.8957], [1.4643, -0.5653, -1.9387], [1.3726, -1.4725, -1.0371], [2.3947, -1.6884, -0.1434], [1.9065, -1.9542, 1.1839], [1.2343, -0.9497, 1.8054], [2.0951, -3.1358, 1.7317], [0.5731, 1.4714, 0.1930], [-0.0231, 2.1981, -1.3364], [0.3473, 3.1843, 0.0172], [2.0985, 3.0463, -1.9362], [2.6206, 3.1184, -0.3024], [3.9297, 1.4734, -1.3252], [2.9385, 0.7207, -0.1332], [2.4178, 1.7369, -3.7845], [3.3234, 0.1960, -3.9802], [0.7177, 0.1175, -4.9319], [1.7742, -1.1680, -4.2789], [0.1485, 0.5610, -2.6858], [0.5641, -2.0815, -0.9819], [1.5287, -0.1202, 1.3962], [2.1749, -3.0835, 2.6980], [-5.0438, 1.2894, 1.2354], [-4.3314, 0.6085, 1.9146], [-3.2569, 0.0171, 1.3355], [-2.2450, -0.6768, 2.0616], [-2.6337, -2.1131, 2.3482], [-4.6355, 0.3359, 3.3694], [-1.9722, -0.1320, 2.9672], [-1.3688, -0.6598, 1.4138], [-3.5196, -2.1723, 2.9789], [-1.8199, -2.6380, 2.8508], [-2.8670, -2.6333, 1.4186], [-5.3776, -0.4590, 3.4283], [-5.0532, 1.2411, 3.8024], [-3.7692, 0.0623, 3.9676]],
  "forces_ev_per_a": [[0.4, 0.4, -0.4], [-0.5, -0.2, 0.6], [1.0, 0.5, -0.4], [0.3, 0.6, 0.7], [-0.3, -1.6, -0.3], [0.7, 0.5, 0.7], [0.2, -0.8, 0.0], [-0.8, 1.2, -0.9], [-0.1, -0.4, 1.2], [-0.2, -0.7, -0.4], [-0.4, 0.9, -0.1], [0.5, 0.6, -0.2], [0.8, -0.8, 0.5], [-0.1, -0.3, 0.0], [-0.3, -0.3, 0.0], [-0.2, 0.3, 0.2], [0.1, 0.0, -0.4], [0.3, 0.1, 0.2], [0.3, -0.1, -0.1], [-0.1, -0.4, 0.1], [-0.2, 0.3, 0.2], [0.7, 0.7, -0.4], [-0.1, 0.2, -0.3], [-0.4, -0.5, -0.5], [-0.8, -0.2, 0.1], [-0.1, 0.1, -0.2], [-0.5, 0.0, 0.4], [-0.4, -0.3, -0.3], [0.1, 0.0, -0.1], [-0.3, -0.1, 0.2], [0.2, 0.2, -0.3], [-0.1, -0.2, 0.2], [-0.1, 0.0, 0.0], [0.3, 0.2, 0.2], [-0.1, 0.0, 0.0], [0.0, 0.1, -0.1], [0.0, 0.0, 0.1], [0.0, 0.0, 0.0], [0.0, 0.0, 0.0], [0.0, 0.0, 0.0], [-0.2, 0.0, -0.1], [0.0, -0.1, -0.1]],
  "homo_ha": -0.4486,
  "molar_mass_g_mol": 276.12,
  "orbital_gap_ev": 9.11,
  "total_energy_ha": -959.97288,
  "charge": 1
}